Below is a 10-piece molecular cluster, C50H126N2O36P8 overall in a non-equilibrium geometry, with properties calculated with ωB97M-V with the def2-TZVPD basis set.

Structure (XYZ):
```
222
Properties=species:S:1:pos:R:3:lowdin_charge:R:1
C 6.5188 11.8117 8.8404 -0.067
C 6.2092 10.4663 8.2715 -0.332
O 4.8529 10.3089 8.0176 -0.182
P 4.3644 8.9793 7.2139 0.524
O 5.1192 7.7115 7.3443 -0.228
O 4.0494 9.5102 5.7129 -0.171
C 3.4978 8.6458 4.7648 -0.328
C 3.6214 9.1370 3.3446 -0.072
O 2.8110 8.8553 7.7827 -0.205
C 2.4683 9.2752 9.0794 -0.271
C 3.2248 8.3978 10.1169 -0.067
H 7.4883 11.7108 9.3282 0.081
H 6.5010 12.5974 8.0851 0.084
H 5.8692 12.0242 9.6895 0.082
H 6.7642 10.2898 7.3502 0.122
H 6.5735 9.6889 8.9431 0.119
H 3.9937 7.6758 4.8011 0.117
H 2.4317 8.4840 4.9241 0.120
H 2.9427 9.9773 3.1985 0.081
H 4.6731 9.4055 3.2444 0.078
H 3.5501 8.3136 2.6340 0.082
H 2.5913 10.3571 9.1293 0.113
H 1.4134 9.0200 9.1798 0.113
H 4.2934 8.6057 10.0614 0.053
H 2.9723 8.6102 11.1558 0.072
H 3.1797 7.3250 9.9297 0.083
C 2.1432 -6.1303 5.0757 -0.073
C 2.0246 -7.5921 4.6847 -0.321
O 1.9473 -8.2816 5.8904 -0.180
P 0.9513 -9.6089 5.8968 0.523
O -0.5206 -9.4312 5.5805 -0.261
O 1.6737 -10.6621 4.9316 -0.193
C 0.9666 -11.8412 4.6288 -0.298
C 2.0299 -12.9410 4.6630 -0.052
O 1.2237 -10.1124 7.4139 -0.193
C 0.3389 -11.0979 8.0470 -0.231
C -0.4569 -10.2940 9.0973 -0.083
H 1.4778 -5.8364 5.8875 0.081
H 3.1196 -5.9135 5.5087 0.076
H 1.9157 -5.5141 4.2058 0.078
H 1.0873 -7.6939 4.1377 0.111
H 2.8548 -7.8870 4.0429 0.122
H 0.1198 -12.0776 5.2730 0.099
H 0.4380 -11.6144 3.7029 0.124
H 2.4173 -13.0280 5.6782 0.075
H 1.6030 -13.9063 4.3910 0.080
H 2.8723 -12.5125 4.1200 0.081
H -0.3715 -11.5671 7.3664 0.097
H 0.7888 -11.8956 8.6381 0.116
H 0.1487 -10.0673 9.9748 0.071
H -0.9036 -9.3316 8.8477 0.079
H -1.2583 -10.9655 9.4058 0.073
C 9.4507 2.4700 -4.2885 -0.067
C 9.2243 3.2823 -3.0244 -0.271
O 10.3696 3.4623 -2.1755 -0.180
P 10.4273 4.6182 -1.0642 0.535
O 11.6163 4.5277 -0.1607 -0.245
O 10.3299 5.9560 -1.9689 -0.199
C 11.3958 6.6174 -2.5826 -0.290
C 11.9788 7.6943 -1.6988 -0.076
O 8.9144 4.5322 -0.3199 -0.184
C 8.7027 3.8602 0.8827 -0.338
C 7.7385 2.7729 0.7650 -0.090
H 8.6179 2.6179 -4.9760 0.075
H 10.3325 2.7170 -4.8798 0.079
H 9.3992 1.4004 -4.0851 0.073
H 8.8020 4.2538 -3.2811 0.112
H 8.4067 2.8480 -2.4490 0.105
H 12.1324 5.9013 -2.9469 0.125
H 10.9334 7.1204 -3.4320 0.119
H 12.5723 7.3302 -0.8602 0.073
H 12.6257 8.3476 -2.2844 0.078
H 11.2030 8.2380 -1.1597 0.082
H 9.6330 3.3520 1.1362 0.111
H 8.4468 4.5185 1.7129 0.128
H 7.9194 2.1342 -0.0995 0.076
H 7.7236 2.0962 1.6194 0.088
H 6.7378 3.1793 0.6181 0.083
C -0.7774 1.5735 5.6553 -0.064
C -2.2041 2.0248 5.4518 -0.285
O -3.1230 1.1473 6.0654 -0.201
P -3.8270 -0.0916 5.2878 0.459
O -2.8557 -0.8856 4.5049 -0.234
O -4.5795 -0.8038 6.5146 -0.174
C -4.0250 -1.1019 7.7812 -0.262
C -2.6221 -1.7168 7.7631 -0.078
O -5.0605 0.6030 4.5022 -0.186
C -5.8834 -0.2681 3.6789 -0.265
C -5.2843 -0.3277 2.3204 -0.091
H -0.1471 2.2215 5.0462 0.078
H -0.4666 1.6734 6.6952 0.080
H -0.6911 0.5492 5.2927 0.072
H -2.4486 3.0123 5.8432 0.121
H -2.5439 2.0653 4.4169 0.113
H -3.9737 -0.1740 8.3508 0.111
H -4.6863 -1.6958 8.4122 0.116
H -2.5036 -2.5890 7.1203 0.079
H -1.8516 -1.0614 7.3569 0.059
H -2.2995 -1.9969 8.7659 0.077
H -5.8839 -1.2748 4.0968 0.114
H -6.8879 0.1527 3.7252 0.124
H -6.0446 -0.7361 1.6546 0.080
H -5.0908 0.6779 1.9469 0.082
H -4.3356 -0.8628 2.2807 0.074
C -5.3102 -6.9261 -1.6300 -0.068
C -6.3067 -7.0638 -0.4791 -0.276
O -7.6101 -6.6135 -0.8782 -0.181
P -8.6722 -7.7032 -1.4697 0.513
O -8.1583 -8.8805 -2.2270 -0.236
O -9.5362 -6.7128 -2.4025 -0.189
C -10.6074 -7.2422 -3.2242 -0.284
C -10.2078 -7.8544 -4.5023 -0.093
O -9.7222 -8.1164 -0.2602 -0.193
C -10.2886 -7.1151 0.5036 -0.310
C -11.6393 -7.6608 1.0406 -0.056
H -4.9633 -5.8928 -1.6287 0.070
H -4.4329 -7.5587 -1.4949 0.079
H -5.7659 -7.1076 -2.6033 0.076
H -6.3164 -8.1009 -0.1436 0.107
H -5.9219 -6.6515 0.4537 0.118
H -11.2528 -7.8899 -2.6308 0.119
H -11.2666 -6.4412 -3.5588 0.115
H -9.8251 -8.8429 -4.2483 0.071
H -11.0226 -7.8881 -5.2255 0.086
H -9.3547 -7.3190 -4.9189 0.089
H -9.6244 -6.9417 1.3503 0.115
H -10.3603 -6.1935 -0.0740 0.114
H -11.5481 -8.6440 1.5024 0.074
H -12.0897 -7.0736 1.8408 0.072
H -12.3267 -7.8042 0.2070 0.069
C -4.5358 -3.4232 -6.3890 -0.072
C -4.1731 -3.7051 -7.8426 -0.264
O -2.9254 -3.0261 -8.0970 -0.206
P -1.5062 -3.8413 -8.1899 0.531
O -1.2869 -4.4004 -9.5532 -0.254
O -0.3989 -2.7682 -7.6364 -0.208
C 0.2419 -1.8416 -8.5576 -0.276
C 0.4779 -0.5550 -7.8882 -0.082
O -1.5911 -4.9477 -6.9402 -0.225
C -0.8471 -6.1851 -6.9309 -0.240
C -1.5666 -7.1812 -7.8520 -0.081
H -4.8357 -2.3802 -6.2874 0.073
H -5.4962 -3.9132 -6.2294 0.072
H -3.8333 -3.7715 -5.6318 0.078
H -4.2214 -4.7704 -8.0681 0.112
H -4.8722 -3.2870 -8.5669 0.117
H 1.1692 -2.3547 -8.8124 0.124
H -0.4219 -1.8050 -9.4214 0.114
H -0.4122 0.0627 -7.7687 0.084
H 1.1496 -0.6709 -7.0377 0.088
H 1.0102 0.0872 -8.5899 0.080
H 0.1769 -6.0361 -7.2734 0.115
H -0.8225 -6.4762 -5.8808 0.115
H -1.6411 -6.7950 -8.8686 0.059
H -1.0628 -8.1353 -8.0065 0.073
H -2.5869 -7.4126 -7.5462 0.073
C 4.9052 -4.2440 -3.8989 -0.050
C 6.0410 -3.7796 -4.8644 -0.273
O 7.2181 -4.4716 -4.5452 -0.210
P 7.5844 -5.8733 -5.2857 0.486
O 6.4073 -6.5970 -5.7946 -0.226
O 8.6633 -5.3962 -6.3776 -0.180
C 8.2100 -5.0093 -7.6106 -0.298
C 9.0432 -5.8889 -8.6278 -0.050
O 8.5016 -6.6699 -4.1951 -0.174
C 8.0874 -6.8766 -2.8359 -0.260
C 8.2875 -5.7496 -1.8046 -0.062
H 4.8578 -5.3237 -3.7571 0.069
H 5.1644 -3.7847 -2.9450 0.069
H 3.8883 -3.8861 -4.0595 0.069
H 5.9046 -3.7827 -5.9459 0.105
H 6.2411 -2.7188 -4.7133 0.114
H 7.1286 -5.0926 -7.7184 0.107
H 8.4780 -3.9658 -7.7759 0.117
H 8.8094 -5.6361 -9.6620 0.067
H 10.1110 -5.7096 -8.5024 0.070
H 8.9378 -6.9615 -8.4646 0.074
H 7.1075 -7.3529 -2.8041 0.116
H 8.7279 -7.6858 -2.4849 0.111
H 9.3316 -5.5723 -1.5467 0.074
H 7.9220 -4.8357 -2.2729 0.056
H 7.7699 -6.0255 -0.8859 0.079
C -7.9735 14.1473 1.0726 -0.061
C -8.4149 12.7012 0.7769 -0.269
O -7.2672 11.9594 0.4293 -0.197
P -7.3318 10.7776 -0.6527 0.506
O -8.2676 9.6990 -0.1677 -0.255
O -7.7896 11.4941 -2.0262 -0.204
C -7.0335 12.5173 -2.6629 -0.250
C -8.0730 13.6172 -3.0681 -0.056
O -5.7709 10.3339 -0.9654 -0.198
C -5.4356 9.0078 -1.3604 -0.279
C -5.2608 8.0925 -0.1612 -0.079
H -7.1905 14.3393 1.8062 0.080
H -7.7206 14.7113 0.1748 0.065
H -8.9235 14.5523 1.4213 0.074
H -8.7492 12.2879 1.7285 0.121
H -9.2061 12.6160 0.0320 0.117
H -6.2936 12.9139 -1.9677 0.109
H -6.5328 12.2305 -3.5876 0.114
H -7.6450 14.6055 -2.9001 0.069
H -8.4572 13.5042 -4.0818 0.071
H -8.9049 13.5320 -2.3688 0.065
H -6.2578 8.6131 -1.9574 0.115
H -4.5031 9.0374 -1.9240 0.119
H -6.1965 8.0504 0.3963 0.068
H -4.9652 7.0803 -0.4371 0.079
H -4.4981 8.4895 0.5087 0.077
C -5.3238 2.4766 -7.9668 0.026
N -5.1493 2.6007 -6.5239 -0.437
O -6.1590 2.5481 -5.7894 0.046
O -4.0070 2.7816 -6.1291 0.058
H -6.4001 2.5192 -8.1340 0.099
H -4.8269 1.6092 -8.4013 0.105
H -4.8543 3.3672 -8.3845 0.102
C -0.3773 0.5226 -1.4484 0.041
N 0.7608 1.4718 -1.2489 -0.436
O 1.8988 1.2168 -1.6526 0.041
O 0.5195 2.5280 -0.7029 0.061
H -1.3663 0.8971 -1.1845 0.096
H -0.1645 -0.3383 -0.8146 0.099
H -0.4182 0.2070 -2.4909 0.097
```

Orbital gap: 0.37361 hartree
HOMO energy: -10.307 eV
SMILES: CCOP(=O)(OCC)OCC.CCOP(=O)(OCC)OCC.CCOP(=O)(OCC)OCC.CCOP(=O)(OCC)OCC.CCOP(=O)(OCC)OCC.CCOP(=O)(OCC)OCC.CCOP(=O)(OCC)OCC.CCOP(=O)(OCC)OCC.C[N+](=O)[O-].C[N+](=O)[O-]



Below is C22H28CoN7O7PS4 as an isolated structure, with properties calculated with ωB97M-V with the def2-TZVPD basis set.

Structure (XYZ):
```
70
Properties=species:S:1:pos:R:3:lowdin_charge:R:1
Co 0.5092 -0.8449 -0.2937 0.013
C 5.2674 -1.7309 -0.9497 -0.056
N 3.8832 -1.3624 -1.1607 -0.042
C 3.3854 -0.9107 -2.3038 -0.822
N 4.2347 -0.7467 -3.3354 0.110
S 1.7388 -0.5388 -2.5187 0.752
H 5.3567 -2.1476 0.0494 0.096
H 5.9260 -0.8612 -1.0132 0.092
H 5.5932 -2.4881 -1.6671 0.092
H 3.2198 -1.5427 -0.4146 0.032
H 5.2305 -0.8169 -3.2211 0.093
H 3.8727 -0.3266 -4.1726 0.094
S 0.8100 -1.2835 6.1042 0.595
C 0.6421 -1.5442 4.4863 -1.098
S 1.6111 -2.7132 3.6133 0.998
C 0.8812 -2.2243 2.1179 -1.066
N 0.0032 -1.2896 2.2521 -0.012
N -0.1503 -0.9244 3.5734 -0.128
C -1.1302 0.0867 3.8212 -0.201
C -1.9429 0.0311 4.9444 -0.043
C -2.9101 1.0081 5.1259 -0.073
C -3.0775 2.0202 4.1923 -0.084
C -2.2743 2.0518 3.0615 -0.071
C -1.2962 1.0888 2.8743 -0.015
S 1.2702 -2.8532 0.5502 0.656
H -1.8176 -0.7609 5.6656 0.077
H -3.5428 0.9683 6.0028 0.106
H -3.8379 2.7757 4.3398 0.103
H -2.4121 2.8186 2.3105 0.096
H -0.6848 1.0904 1.9844 0.091
O 1.3707 6.7952 -1.3035 0.084
N 2.0893 5.8829 -0.9456 -0.357
O 3.2730 5.9862 -0.6931 0.083
C 1.4763 4.5635 -0.8030 -0.127
C 0.1234 4.4033 -1.0983 0.097
C -0.4327 3.1710 -0.9372 -0.047
C 0.2928 1.9941 -0.5531 -0.271
O -0.2936 0.8760 -0.5633 -0.137
C 1.6662 2.2509 -0.2421 -0.050
C 2.2392 3.5097 -0.3745 0.096
N 2.5402 1.2221 0.2684 -0.279
O 2.0887 0.1047 0.5739 -0.069
O 3.7059 1.4791 0.4486 0.118
N -1.8663 3.0347 -1.2206 -0.339
O -2.5429 2.4295 -0.4151 0.090
O -2.2827 3.5555 -2.2360 0.099
H -0.4694 5.2384 -1.4430 0.142
H 3.2811 3.6568 -0.1357 0.137
C -3.9175 -2.4879 0.1789 -0.133
C -2.5202 -1.9530 0.4792 -0.373
P -1.4027 -1.7746 -0.9545 0.917
C -1.3301 -3.4568 -1.6663 -0.387
C -0.2371 -3.6621 -2.7121 -0.156
C -2.3913 -0.7636 -2.1170 -0.357
C -1.6482 -0.2033 -3.3265 -0.145
H -4.4977 -2.5538 1.0997 0.075
H -3.8828 -3.4863 -0.2589 0.066
H -4.4630 -1.8361 -0.5036 0.065
H -1.9962 -2.5965 1.1894 0.072
H -2.5671 -0.9657 0.9471 0.078
H -2.3144 -3.6915 -2.0792 0.082
H -1.1628 -4.1275 -0.8203 0.072
H -0.3710 -3.0124 -3.5765 0.054
H -0.2404 -4.6945 -3.0631 0.074
H 0.7462 -3.4447 -2.2953 0.027
H -2.7935 0.0569 -1.5170 0.073
H -3.2400 -1.3732 -2.4383 0.083
H -0.8366 0.4535 -3.0170 0.024
H -2.3319 0.3792 -3.9448 0.078
H -1.2193 -0.9884 -3.9493 0.054
```

Orbital gap (alpha / beta): 0.23051 / 0.23260 hartree
HOMO energy (alpha / beta): -7.773 / -7.813 eV
<S²>: 0.772
Spin multiplicity: 2